(1)
Below is a 3-piece molecular cluster, C12H12F16O7S overall, with properties calculated with ωB97M-V with the def2-TZVPD basis set.

The geometry in ORCA input format:
```
! wB97M-V def2-TZVPD RIJCOSX def2/J DEFGRID3
* xyz 0 1
O 5.039 2.773 1.762
C 3.897 2.570 2.050
C 2.830 2.461 0.981
O 1.805 1.496 1.265
S 0.968 1.666 2.638
O 0.949 0.347 3.217
O -0.525 1.789 1.892
O -1.140 2.997 2.360
H 3.589 2.489 3.110
H 2.390 3.445 0.796
H 3.314 2.131 0.067
H -0.983 3.594 1.613
C -0.032 -2.337 1.752
C -1.040 -2.131 0.618
C -2.528 -2.231 0.970
F -2.834 -3.475 1.390
F -3.259 -1.965 -0.136
F -0.760 -2.930 -0.428
F -0.873 -0.831 0.212
O 0.565 -3.619 1.831
C 0.044 -4.612 2.600
C -0.254 -5.867 1.766
F -1.142 -5.579 0.795
F -0.792 -6.810 2.571
F -1.040 -4.219 3.290
F 0.986 -4.977 3.508
H 0.790 -1.664 1.516
H -0.441 -2.011 2.707
H -2.787 -1.509 1.749
H 0.667 -6.247 1.321
C -1.215 1.948 -1.589
C -0.138 3.038 -1.529
C -0.163 4.147 -2.587
F 0.055 3.632 -3.809
F 0.829 5.024 -2.309
F 1.088 2.498 -1.470
F -0.358 3.712 -0.336
O -0.815 0.740 -2.190
C -0.999 0.493 -3.518
C 0.329 0.120 -4.196
F 1.215 1.127 -4.056
F 0.107 -0.074 -5.513
F -1.599 1.518 -4.151
F -1.808 -0.583 -3.639
H -1.409 1.689 -0.548
H -2.136 2.341 -2.021
H -1.119 4.676 -2.573
H 0.731 -0.791 -3.750
*
```

As for the total energy: -2987.0602 Ha. As for the lowest unoccupied orbital energy: 0.09 eV. The HOMO-LUMO gap comes out at 0.394 hartree.

Want to see where the charge sits? The natural (NBO) charges in e are: atom 1 (O): -0.48, atom 2 (C): 0.40, atom 3 (C): -0.19, atom 4 (O): -0.70, atom 5 (S): 1.73, atom 6 (O): -0.92, atom 7 (O): -0.47, atom 8 (O): -0.42, atom 9 (H): 0.12, atom 10 (H): 0.21, atom 11 (H): 0.24, atom 12 (H): 0.48, atom 13 (C): -0.14, atom 14 (C): 0.60, atom 15 (C): 0.52, atom 16 (F): -0.32, atom 17 (F): -0.32, atom 18 (F): -0.31, atom 19 (F): -0.34, atom 20 (O): -0.51, atom 21 (C): 0.85, atom 22 (C): 0.51, atom 23 (F): -0.32, atom 24 (F): -0.32, atom 25 (F): -0.32, atom 26 (F): -0.33, atom 27 (H): 0.24, atom 28 (H): 0.22, atom 29 (H): 0.14, atom 30 (H): 0.15, atom 31 (C): -0.14, atom 32 (C): 0.61, atom 33 (C): 0.52, atom 34 (F): -0.31, atom 35 (F): -0.32, atom 36 (F): -0.31, atom 37 (F): -0.37, atom 38 (O): -0.50, atom 39 (C): 0.85, atom 40 (C): 0.50, atom 41 (F): -0.32, atom 42 (F): -0.32, atom 43 (F): -0.32, atom 44 (F): -0.32, atom 45 (H): 0.24, atom 46 (H): 0.21, atom 47 (H): 0.14, atom 48 (H): 0.15

(2)
Below is C12H12INO4S2Ti as an isolated structure, with properties calculated with ωB97M-V with the def2-TZVPD basis set.

The geometry in ORCA input format:
```
! wB97M-V def2-TZVPD RIJCOSX def2/J DEFGRID3
* xyz -1 2
Ti -1.411 -0.589 -0.185
C -1.191 -4.717 -2.259
C -0.925 -3.325 -1.726
S -2.199 -2.718 -0.659
C 0.182 -2.631 -2.024
C 1.259 -3.143 -2.942
S 0.554 -1.044 -1.331
H -2.179 -5.046 -1.943
H -0.452 -5.425 -1.878
H -1.158 -4.749 -3.350
H 0.930 -4.028 -3.485
H 2.163 -3.394 -2.380
H 1.530 -2.372 -3.665
O -1.100 -0.127 3.744
C -0.819 0.223 2.613
O -1.299 -0.429 1.531
C 0.042 1.366 2.302
C 0.402 1.736 0.987
C 1.233 2.798 0.752
C 1.721 3.554 1.835
C 1.365 3.205 3.157
C 0.553 2.126 3.377
N 2.559 4.650 1.593
O 2.888 4.911 0.415
O 2.960 5.324 2.565
H 0.035 1.179 0.122
H 1.534 3.077 -0.247
H 1.746 3.801 3.972
H 0.271 1.823 4.376
I -4.212 0.499 -0.299
C -2.313 0.859 -1.359
H -2.551 0.687 -2.405
H -2.118 1.919 -1.205
*
```

The calculation puts the energy above the lowest of the compared OMol25 structures with the same formula, charge and spin at 31.3 kcal per mole. As for the total energy: -2763.7631 Ha. As for the lowest unoccupied orbital energy (alpha / beta): 1.38 / 1.46 eV. The HOMO-LUMO gap (alpha / beta) comes out at 0.142 / 0.263 hartree.

Want to see where the charge sits? The natural (NBO) charges in e are: atom 1 (Ti): 1.26, atom 2 (C): -0.64, atom 3 (C): -0.17, atom 4 (S): -0.14, atom 5 (C): -0.16, atom 6 (C): -0.64, atom 7 (S): -0.15, atom 8 (H): 0.23, atom 9 (H): 0.22, atom 10 (H): 0.21, atom 11 (H): 0.21, atom 12 (H): 0.22, atom 13 (H): 0.22, atom 14 (O): -0.60, atom 15 (C): 0.73, atom 16 (O): -0.72, atom 17 (C): -0.21, atom 18 (C): -0.20, atom 19 (C): -0.21, atom 20 (C): 0.01, atom 21 (C): -0.23, atom 22 (C): -0.18, atom 23 (N): 0.44, atom 24 (O): -0.52, atom 25 (O): -0.52, atom 26 (H): 0.15, atom 27 (H): 0.24, atom 28 (H): 0.24, atom 29 (H): 0.23, atom 30 (I): 0.13, atom 31 (C): -0.91, atom 32 (H): 0.23, atom 33 (H): 0.23

(3)
Below is one molecule with the formula C12H12N2O2S4, with properties calculated with ωB97M-V with the def2-TZVPD basis set.

The geometry in ORCA input format:
```
! wB97M-V def2-TZVPD RIJCOSX def2/J DEFGRID3
* xyz 0 1
N 3.023 0.283 -0.489
N 0.060 2.444 0.994
O 3.533 -3.759 -0.366
O -3.760 3.437 2.031
S 3.393 2.579 0.954
S 2.139 3.286 -0.548
S 3.858 -0.387 1.879
S -0.794 4.298 -0.666
C 3.390 0.811 0.653
C 0.488 3.242 0.039
C 3.458 -1.641 0.763
C -1.898 3.557 0.464
C 3.077 -1.074 -0.436
C -1.297 2.601 1.251
C 3.487 -3.121 0.953
C -3.305 3.977 0.769
C 2.517 -3.326 -1.260
C -3.426 2.078 2.299
C 2.755 -1.859 -1.676
C -1.914 1.933 2.426
H 4.384 -3.453 1.523
H 2.615 -3.473 1.550
H -3.976 3.586 -0.063
H -3.372 5.087 0.755
H 2.482 -3.979 -2.132
H 1.559 -3.415 -0.788
H -3.894 1.741 3.240
H -3.838 1.393 1.553
H 3.577 -1.774 -2.382
H 1.836 -1.437 -2.147
H -1.639 0.885 2.443
H -1.584 2.415 3.349
*
```

The calculation puts the energy above the lowest of the compared OMol25 structures with the same formula, charge and spin at 0.0 kcal per mole. As for the total energy: -2317.1789 Ha. As for the lowest unoccupied orbital energy: -0.07 eV. The SMILES is C1Cc2nc(SSc3nc4c(s3)COCC4)sc2CO1. The HOMO-LUMO gap comes out at 0.305 hartree.

Want to see where the charge sits? The natural (NBO) charges in e are: atom 1 (N): -0.44, atom 2 (N): -0.44, atom 3 (O): -0.52, atom 4 (O): -0.53, atom 5 (S): 0.20, atom 6 (S): 0.22, atom 7 (S): 0.42, atom 8 (S): 0.39, atom 9 (C): -0.11, atom 10 (C): -0.12, atom 11 (C): -0.28, atom 12 (C): -0.26, atom 13 (C): 0.14, atom 14 (C): 0.13, atom 15 (C): -0.09, atom 16 (C): -0.08, atom 17 (C): -0.06, atom 18 (C): -0.06, atom 19 (C): -0.45, atom 20 (C): -0.46, atom 21 (H): 0.21, atom 22 (H): 0.19, atom 23 (H): 0.18, atom 24 (H): 0.21, atom 25 (H): 0.20, atom 26 (H): 0.16, atom 27 (H): 0.20, atom 28 (H): 0.17, atom 29 (H): 0.22, atom 30 (H): 0.23, atom 31 (H): 0.23, atom 32 (H): 0.23

(4)
Below is C12H12N2O5Tc as an isolated structure, with properties calculated with ωB97M-V with the def2-TZVPD basis set.

The geometry in ORCA input format:
```
! wB97M-V def2-TZVPD RIJCOSX def2/J DEFGRID3
* xyz 2 2
Tc -0.119 0.129 -0.096
O 3.671 -3.339 3.141
C 2.882 -2.535 2.473
C 2.902 -1.128 2.607
C 2.035 -0.417 1.859
N 1.162 -1.007 0.999
C 1.153 -2.367 0.877
C 1.980 -3.156 1.582
C 0.140 -2.788 -0.101
O -0.134 -3.862 -0.445
O -0.494 -1.578 -0.590
C 1.879 1.047 1.833
O 2.465 1.843 2.442
O 0.831 1.339 0.883
H 4.280 -2.896 3.745
H 3.583 -0.622 3.282
H 1.965 -4.233 1.479
C -2.171 3.786 -3.350
C -3.020 2.738 -2.582
C -3.796 1.818 -3.562
C -3.987 3.437 -1.591
C -2.111 1.923 -1.799
N -1.384 1.272 -1.172
H -2.872 4.395 -3.920
H -1.475 3.313 -4.042
H -1.619 4.431 -2.666
H -4.470 2.457 -4.131
H -4.386 1.072 -3.030
H -3.125 1.312 -4.255
H -4.655 4.052 -2.193
H -3.449 4.080 -0.894
H -4.583 2.715 -1.032
*
```

The calculation puts the energy above the lowest of the compared OMol25 structures with the same formula, charge and spin at 0.0 kcal per mole. As for the total energy: -1030.3375 Ha. As for the lowest unoccupied orbital energy (alpha / beta): -10.28 / -10.14 eV. The HOMO-LUMO gap (alpha / beta) comes out at 0.262 / 0.278 hartree.

Want to see where the charge sits? The natural (NBO) charges in e are: atom 1 (Tc): 1.57, atom 2 (O): -0.56, atom 3 (C): 0.45, atom 4 (C): -0.24, atom 5 (C): 0.12, atom 6 (N): -0.48, atom 7 (C): 0.10, atom 8 (C): -0.20, atom 9 (C): 0.76, atom 10 (O): -0.34, atom 11 (O): -0.52, atom 12 (C): 0.76, atom 13 (O): -0.35, atom 14 (O): -0.52, atom 15 (H): 0.52, atom 16 (H): 0.29, atom 17 (H): 0.30, atom 18 (C): -0.59, atom 19 (C): -0.20, atom 20 (C): -0.58, atom 21 (C): -0.59, atom 22 (C): 0.76, atom 23 (N): -0.63, atom 24 (H): 0.25, atom 25 (H): 0.23, atom 26 (H): 0.23, atom 27 (H): 0.26, atom 28 (H): 0.23, atom 29 (H): 0.23, atom 30 (H): 0.25, atom 31 (H): 0.23, atom 32 (H): 0.23

no.,molar mass (g mol⁻¹)
1,604.26
2,473.14
3,344.51
4,362.24